1.
75
Properties=species:S:1:pos:R:3 method="wB97M-V/def2-TZVPD" de_lowest_kcal_mol=0.43 multiplicity=2 e_lumo_ev="2.44 / 2.41" total_charge=-1 gap_ev="6.428 / 6.390"
Ru 0.60297 -0.65356 -0.49267
O 4.84341 -0.48613 3.60377
C 3.67022 -0.43872 4.19691
O 3.54093 -0.38424 5.40038
C 2.46188 -0.44746 3.32125
C 1.17446 -0.38302 3.82401
N 0.33935 -0.34932 2.77340
N 1.00475 -0.38070 1.61711
C 2.29146 -0.44616 1.91958
C 3.26690 -0.59587 0.77330
O 4.48105 -0.56441 1.04451
O 2.74648 -0.74491 -0.36390
H 4.74939 -0.51600 2.58820
H 0.82902 -0.34931 4.84074
H -0.67377 -0.30315 2.76073
C -1.15337 -1.55368 -4.76908
Si 0.36579 -1.67912 -3.66269
C 0.12362 -3.29609 -2.77531
C 1.91658 -1.86290 -4.70246
N 0.52762 -0.35652 -2.55356
C 0.79600 0.92079 -2.97322
C 0.76827 1.34591 -4.32423
C 1.06165 2.63790 -4.72048
C 1.40815 3.60693 -3.78977
C 1.42847 3.24050 -2.45255
C 1.10537 1.95651 -2.07179
O 1.16156 1.60362 -0.71335
C 0.84145 2.57678 0.21552
C 1.66566 2.71093 1.31674
C 1.33191 3.62498 2.30838
C 0.19418 4.40990 2.18197
C -0.61413 4.27106 1.05900
C -0.29735 3.35281 0.07244
H -1.20766 -2.44708 -5.39704
H -1.19305 -0.68540 -5.42349
H -2.04556 -1.53353 -4.13884
H -0.15643 -4.05625 -3.50757
H -0.66772 -3.22432 -2.02557
H 1.03210 -3.63056 -2.26731
H 1.90843 -2.79494 -5.27219
H 2.77336 -1.88359 -4.02518
H 2.06748 -1.04105 -5.40060
H 0.50727 0.62802 -5.08108
H 1.02108 2.88583 -5.77434
H 1.65541 4.61658 -4.08607
H 1.70023 3.96317 -1.69246
H 2.55857 2.10823 1.39029
H 1.97287 3.72398 3.17427
H -0.05961 5.12832 2.94983
H -1.51064 4.86835 0.95619
H -0.93759 3.20928 -0.78772
N -1.29285 -0.61585 -0.29437
C -2.29384 0.05207 0.30099
C -2.13754 1.02762 1.31999
C -3.22781 1.60069 1.95916
C -4.53042 1.25440 1.63181
C -4.71270 0.30342 0.62502
C -3.64386 -0.28596 -0.01455
H -1.13845 1.35354 1.57368
H -3.04661 2.34801 2.72531
H -5.37381 1.71690 2.12436
H -5.71838 0.01383 0.33933
H -3.80395 -1.02732 -0.78855
S 0.79132 -3.09589 0.32871
C -0.41260 -3.19204 1.49914
N -1.58089 -2.53462 1.34143
C -2.54954 -2.46997 2.28544
C -2.43662 -3.15581 3.46089
C -1.26557 -3.92175 3.65124
C -0.28115 -3.94396 2.70840
H -1.60692 -1.80503 0.51086
H -3.39697 -1.84442 2.03839
H -3.21856 -3.10271 4.20271
H -1.13808 -4.48475 4.56774
H 0.63734 -4.49285 2.85886

=====

2.
75
Properties=species:S:1:pos:R:3 method="wB97M-V/def2-TZVPD" de_lowest_kcal_mol=0.00 multiplicity=2 e_lumo_ev="0.07 / -0.31" gap_ev="7.836 / 7.564"
Ru -0.39651 -1.88620 0.30851
O -0.79383 -6.30369 4.42719
C -0.65652 -5.32626 3.50694
C 0.58657 -4.77325 3.18844
C 0.61876 -3.77426 2.24052
N -0.50054 -3.35918 1.66698
C -1.68995 -3.88959 1.92619
C -1.81709 -4.88951 2.86241
C -2.78773 -3.30164 1.04343
O -3.93709 -3.64317 1.18409
O -2.32418 -2.47505 0.13922
C 1.84476 -3.03267 1.72849
O 2.93237 -3.22387 2.23120
O 1.58802 -2.22943 0.73255
H 0.06456 -6.53000 4.80253
H 1.50615 -5.10278 3.65540
H -2.78115 -5.32512 3.08199
C -3.36577 1.92062 -2.56430
C -2.39440 3.06241 -2.45983
C -2.82332 4.38488 -2.45419
C -1.92163 5.43247 -2.32510
C -0.56528 5.17625 -2.19569
C -0.11365 3.86423 -2.19899
C -1.02252 2.82476 -2.33675
N -0.54193 1.47665 -2.30853
C -0.53956 0.72192 -1.17885
N -0.84991 1.35417 -0.03297
C -0.66381 0.91126 1.29456
C -0.52516 -0.43398 1.66027
C -0.38110 -0.69556 3.03260
C -0.36655 0.30649 3.98010
C -0.49305 1.63096 3.58226
C -0.64464 1.95064 2.24828
C -0.75633 3.39149 1.82227
N -0.28185 -0.55764 -1.20622
C -0.05347 -1.19721 -2.46234
C -1.11845 -1.84966 -3.07792
C -0.92333 -2.51535 -4.27788
C 0.33839 -2.52734 -4.85500
C 1.39714 -1.88743 -4.22687
C 1.22932 -1.21672 -3.01848
C 2.38280 -0.56548 -2.30988
H -4.36954 2.28579 -2.77420
H -3.39885 1.35113 -1.63209
H -3.08161 1.22434 -3.35446
H -3.88183 4.59458 -2.55022
H -2.28376 6.45257 -2.32231
H 0.13836 5.99086 -2.08732
H 0.93065 3.61887 -2.05876
H -0.44570 0.97363 -3.17707
H -0.82113 2.35763 -0.12960
H -0.27411 -1.71293 3.38038
H -0.25223 0.05985 5.02805
H -0.47073 2.42735 4.31633
H -0.71798 4.04459 2.69203
H -1.69649 3.59747 1.30075
H 0.06844 3.66956 1.15779
H -2.08533 -1.83824 -2.58824
H -1.75045 -3.02467 -4.75443
H 0.50252 -3.04357 -5.79201
H 2.38278 -1.91225 -4.67632
H 3.26508 -0.55012 -2.94896
H 2.62902 -1.12168 -1.40165
H 2.15166 0.45836 -2.00823
C 3.71901 0.19325 2.17213
N 2.85974 0.64280 1.09649
C 2.74575 1.91623 0.66688
N 3.60411 2.82340 1.25016
O 1.91952 2.27809 -0.17396
H 3.54208 -0.86771 2.32983
H 3.51043 0.72768 3.10236
H 4.77753 0.31346 1.92107
H 2.21461 -0.02925 0.71112
H 4.45212 2.49882 1.68116
H 3.65777 3.70292 0.76666

=====

3.
78
Properties=species:S:1:pos:R:3 method="wB97M-V/def2-TZVPD" de_lowest_kcal_mol=0.00 multiplicity=5 e_lumo_ev="-5.44 / -8.94" total_charge=+2 gap_ev="8.149 / 4.608"
Pd -0.56822 0.81425 0.16887
C 4.42579 -1.34424 -3.68444
Si 4.86829 -1.71465 -1.91113
C 4.81652 -3.53234 -1.56297
C 6.56311 -1.02122 -1.55773
C 3.72244 -0.83955 -0.63851
C 4.30118 -0.53281 0.59072
C 3.57602 0.09582 1.58994
C 2.27504 0.44825 1.31636
N 1.67512 0.19874 0.14091
C 2.37854 -0.45985 -0.79998
S 1.55821 -0.91665 -2.28484
H 5.29348 -1.59435 -4.30334
H 4.20237 -0.28768 -3.86183
H 3.58719 -1.94325 -4.04463
H 5.53633 -4.05120 -2.20346
H 3.82776 -3.95668 -1.75628
H 5.08303 -3.73797 -0.52320
H 7.22681 -1.22485 -2.40304
H 7.01373 -1.48623 -0.67687
H 6.54627 0.06128 -1.40265
H 5.33231 -0.81148 0.77980
H 4.00286 0.30106 2.56230
H 1.67763 0.92784 2.07448
C -1.62519 3.69291 4.76616
N -2.47800 2.74575 4.04215
C -3.79511 2.48502 4.38360
C -4.26383 1.59474 3.50180
N -3.22171 1.30130 2.61848
C -2.12369 2.03132 2.95662
S -0.55123 2.06044 2.28745
C -3.42660 0.38937 1.52687
C -4.17331 -0.74542 1.75717
C -4.51838 -1.52935 0.66596
C -4.12055 -1.13801 -0.59908
C -3.33641 -0.00704 -0.71752
N -2.97113 0.74744 0.33090
H -1.66632 3.46820 5.82877
H -1.97607 4.70874 4.59519
H -0.60372 3.59467 4.41729
H -4.27631 2.95505 5.22446
H -5.23790 1.15001 3.40244
H -4.47550 -1.01050 2.76082
H -5.09893 -2.43233 0.80962
H -4.38662 -1.70867 -1.47800
H -2.96764 0.31377 -1.68109
O -0.88464 -1.25755 0.96294
C -0.83001 -1.74837 -0.19601
O -0.67757 -0.96967 -1.20057
C -0.96216 -3.20761 -0.41535
C -1.00608 -4.08162 0.66810
C -1.13010 -5.44585 0.45349
C -1.21442 -5.94225 -0.84088
C -1.16715 -5.05142 -1.89538
C -1.03860 -3.69214 -1.71260
N -1.25476 -5.57021 -3.28239
O -1.41471 -6.76154 -3.42157
O -1.15909 -4.76210 -4.18410
H -0.93669 -3.68173 1.67173
H -1.15831 -6.12872 1.29198
H -1.31362 -6.99998 -1.03869
H -1.00033 -3.03048 -2.56540
N 1.59134 2.25914 -2.24810
C 0.84173 3.12692 -1.64443
N -0.30613 2.78435 -0.99219
C -0.90651 3.89096 -0.54145
C -2.19672 3.93010 0.07776
C -2.69914 5.13912 0.45822
C -1.95804 6.32573 0.26183
C -0.70028 6.32695 -0.35983
C -0.19796 5.12672 -0.77612
S 1.27519 4.81886 -1.62608
H 1.35779 1.25431 -2.27284
H 2.40327 2.55768 -2.77124
H -2.75510 3.01161 0.17835
H -3.68580 5.19579 0.89861
H -2.37957 7.27142 0.57808
H -0.16347 7.25195 -0.52440

=====

4.
65
Properties=species:S:1:pos:R:3 method="wB97M-V/def2-TZVPD" de_lowest_kcal_mol=21.05 e_lumo_ev=-1.20 gap_ev=6.478 smiles="O=C1C(c2ccccc2)=CC(=Cc2ccccc2)C=C1c1ccccc1.COC[C@@H]1CCCN1"
O 2.68147 3.28295 1.78228
C 1.97165 2.41537 1.22716
C 2.50218 1.06966 0.90300
C 3.94560 0.83369 0.93568
C 4.49820 -0.20045 0.14482
C 5.87338 -0.43081 0.12911
C 6.72771 0.34492 0.92263
C 6.19300 1.35752 1.73101
C 4.82247 1.59290 1.73440
C 1.61384 0.05699 0.61656
C 0.20473 0.26362 0.56013
C -0.66432 -0.87017 0.48082
C -2.10580 -0.68231 0.62549
C -2.83354 0.20071 -0.21913
C -4.20803 0.33857 -0.04169
C -4.87310 -0.43658 0.91440
C -4.16488 -1.36983 1.68399
C -2.79681 -1.51926 1.51765
C -0.27403 1.59860 0.68625
C 0.54379 2.67158 0.93942
C -0.00160 4.02942 0.99315
C -1.16078 4.35074 0.24405
C -1.66085 5.65285 0.22533
C -1.04579 6.65517 0.98660
C 0.07897 6.34454 1.76197
C 0.58772 5.04951 1.76322
H 3.83621 -0.79155 -0.49069
H 6.26737 -1.21828 -0.51322
H 7.80065 0.16445 0.91045
H 6.83505 1.97836 2.35499
H 4.41537 2.40315 2.33287
H 1.97733 -0.96153 0.44784
H -0.21395 -1.80683 0.82416
H -2.31249 0.76144 -1.00468
H -4.75686 1.05403 -0.65059
H -5.94184 -0.30405 1.08001
H -4.66765 -1.99287 2.42306
H -2.21690 -2.26759 2.06408
H -1.34729 1.77512 0.61019
H -1.63491 3.57141 -0.35846
H -2.52821 5.87319 -0.39715
H -1.43764 7.67069 0.96731
H 0.57582 7.10749 2.35844
H 1.47820 4.81952 2.33952
C -2.97542 -4.79696 0.54495
O -2.39577 -3.80377 -0.28544
C -1.93243 -4.33262 -1.51407
C -1.36157 -3.18392 -2.32950
C -0.42493 -3.55150 -3.47754
C 0.59173 -2.39174 -3.53619
C 0.47694 -1.65655 -2.17988
N -0.55234 -2.35252 -1.44204
H -3.42022 -4.26640 1.39259
H -3.75915 -5.37798 0.02113
H -2.21755 -5.51055 0.92035
H -1.12855 -5.06985 -1.33497
H -2.76892 -4.78867 -2.08000
H -2.23806 -2.61975 -2.72294
H 0.07171 -4.49369 -3.22231
H -0.97122 -3.70132 -4.41609
H 1.61268 -2.72949 -3.72178
H 0.32056 -1.70272 -4.33988
H 1.40609 -1.73467 -1.60396
H 0.30067 -0.57996 -2.32609
H -1.21774 -1.79144 -0.89277

=====

5.
74
Properties=species:S:1:pos:R:3 method="wB97M-V/def2-TZVPD" de_lowest_kcal_mol=41.39 e_lumo_ev=-2.73 total_charge=+1 gap_ev=6.495
Ba -0.26936 0.48595 -0.23876
C 1.79508 -2.45638 3.64408
C 1.77338 -2.76220 2.29241
C 0.70341 -2.38295 1.50440
C -0.38290 -1.70405 2.06105
C -0.37373 -1.44992 3.43784
C 0.70595 -1.81602 4.21620
N -1.38418 -1.17757 1.25277
C -2.63227 -1.56238 1.41006
C -2.95197 -2.71841 2.19343
C -4.21984 -3.16988 2.35351
C -5.30798 -2.49204 1.75854
C -5.07543 -1.38360 1.01283
C -3.75896 -0.87129 0.79304
N -3.74497 0.22443 0.05261
N -2.62547 0.77980 -0.30132
C -2.70024 1.92961 -1.01509
C -3.87749 2.65949 -1.26388
C -3.79421 3.80413 -2.02015
C -2.54938 4.20656 -2.50465
C -1.44106 3.44408 -2.18825
N -1.50464 2.33624 -1.46463
H 2.64541 -2.73238 4.25066
H 2.59328 -3.31140 1.85050
H 0.68045 -2.64702 0.45457
H -1.22482 -0.94501 3.87516
H 0.69459 -1.60978 5.27800
H -2.12472 -3.25502 2.63373
H -4.39715 -4.06788 2.92614
H -6.30747 -2.86715 1.90681
H -5.88536 -0.85403 0.53219
H -4.80074 2.28968 -0.84577
H -4.68021 4.38365 -2.23769
H -2.43628 5.09340 -3.10742
H -0.44884 3.72722 -2.51797
C -0.31728 -3.30869 -2.75055
C -0.35840 -1.80120 -2.79102
O -0.44711 -1.10810 -1.78579
N -0.27815 -1.26579 -4.01611
C -0.40614 0.15965 -4.27084
C 0.87762 0.93080 -4.06283
C 1.53743 1.52117 -5.13608
C 2.69142 2.25309 -4.90052
C 3.16128 2.34983 -3.60318
C 2.44391 1.71851 -2.60081
N 1.33210 1.03165 -2.81614
H -0.57040 -3.64311 -1.74913
H 0.67921 -3.65600 -3.01284
H -1.01619 -3.73816 -3.46223
H -0.19067 -1.88013 -4.80997
H -1.15674 0.54643 -3.57559
H -0.75368 0.29016 -5.29536
H 1.15443 1.43456 -6.14159
H 3.21905 2.72852 -5.71495
H 4.05733 2.90229 -3.36921
H 2.77831 1.76742 -1.57568
C -0.81871 2.83953 2.86679
O -1.04569 1.83898 1.89353
H -1.05153 2.47462 3.87047
H -1.41543 3.73352 2.66468
H 0.23628 3.09957 2.82204
H -1.97036 1.57527 1.95513
S 2.42041 1.51135 1.49852
C 3.67898 0.53211 1.97558
N 4.30759 0.84602 3.15074
C 5.36230 0.16777 3.64635
C 5.87535 -0.89429 2.96853
C 5.27157 -1.26645 1.74775
C 4.19827 -0.57971 1.26523
H 3.93719 1.64542 3.65328
H 5.76180 0.51337 4.58755
H 6.72355 -1.43498 3.35254
H 5.67403 -2.10543 1.20239
H 3.72516 -0.85746 0.33434

=====

6.
71
Properties=species:S:1:pos:R:3 method="wB97M-V/def2-TZVPD" de_lowest_kcal_mol=3.41 e_lumo_ev="2.44 / 2.51" total_charge=-1 gap_ev="6.644 / 6.132"
Pb -0.50482 -0.15841 -1.38279
O -4.52247 -3.29030 1.11248
C -3.50085 -2.39509 1.28127
C -3.13522 -1.93576 2.54247
C -2.08046 -1.04234 2.61541
N -1.40040 -0.60284 1.55793
C -1.76826 -1.04049 0.33462
Br -1.90925 -1.43152 -3.36700
C -2.82089 -1.93916 0.16719
H -4.85932 -3.53472 1.98087
H -3.65880 -2.25604 3.43732
H -1.76802 -0.65814 3.58405
H -3.10607 -2.27748 -0.82326
C -1.64865 1.87184 -1.09979
Ge -0.56357 3.28335 -0.31900
C -0.42766 3.11948 1.64044
C -1.48385 2.48758 2.30317
C -1.48003 2.33818 3.68489
C -0.40631 2.80206 4.43408
C 0.65672 3.42630 3.79448
C 0.63970 3.58697 2.41223
C 1.20377 3.40628 -1.15750
C 1.22387 3.74523 -2.51622
C 2.41292 3.77942 -3.23283
C 3.61214 3.46536 -2.60485
C 3.60904 3.09982 -1.26693
C 2.41426 3.06403 -0.55461
C -1.42310 5.03751 -0.61396
C -2.78788 5.15511 -0.32990
C -3.46673 6.34862 -0.53765
C -2.79199 7.45303 -1.04617
C -1.43880 7.35487 -1.33637
C -0.76329 6.15724 -1.11831
H -2.30592 2.07846 1.72464
H -2.31170 1.84551 4.17515
H -0.40050 2.68398 5.51135
H 1.49714 3.79480 4.37158
H 1.46267 4.10988 1.94031
H 0.29285 3.97643 -3.02342
H 2.40163 4.03459 -4.28576
H 4.54211 3.49294 -3.15991
H 4.53595 2.82507 -0.77751
H 2.43451 2.73249 0.47565
H -3.33140 4.29268 0.04384
H -4.52489 6.41604 -0.31364
H -3.32089 8.38229 -1.22113
H -0.90768 8.21020 -1.73784
H 0.29560 6.09938 -1.34612
C 2.90892 -0.86523 3.95167
C 1.60541 -0.24464 3.49514
N 1.49942 -0.44624 2.06775
C 1.70115 -1.70171 1.52505
N 1.23110 -1.93525 0.35750
C 1.41599 -3.22767 -0.27600
C 2.54167 -4.04661 0.34608
C 2.40081 -3.98369 1.85502
N 2.43427 -2.60053 2.28677
C 2.84975 -2.35100 3.65494
H 3.07648 -0.70905 5.01857
H 3.72946 -0.40645 3.39507
H 1.57346 0.82675 3.69200
H 0.76823 -0.70503 4.04221
H 0.69937 0.00036 1.63494
H 1.61746 -3.06039 -1.33705
H 0.47437 -3.78667 -0.23055
H 3.50953 -3.62213 0.06526
H 2.50941 -5.08295 0.00121
H 3.20945 -4.51395 2.36223
H 1.45410 -4.45828 2.15185
H 3.82729 -2.81795 3.80737
H 2.15185 -2.82895 4.35955